Version 1
DFT (wB97M-V/def2-TZVPD) results for C43H37ClMgN10O4S as an isolated structure.

The gap between HOMO and LUMO is 0.2590 Eh.

Geometry as ORCA input:
```
! RIJCOSX wB97M-V def2-TZVPD def2/J DEFGRID3
* xyz 0 1
Mg 0.84 -0.95 0.02
Cl 6.28 3.72 -0.99
C 5.26 2.32 -0.75
C 5.44 1.19 -1.56
C 4.62 0.09 -1.41
C 3.57 0.08 -0.46
O 2.77 -0.93 -0.35
C 3.44 1.22 0.37
C 2.43 1.29 1.40
N 1.55 0.40 1.67
C 0.62 0.73 2.69
C -0.07 1.91 2.70
C -1.05 2.18 3.68
C -1.33 1.26 4.65
C -0.62 0.03 4.68
C -0.85 -0.95 5.67
C -0.11 -2.09 5.67
C 0.85 -2.27 4.66
N 1.09 -1.40 3.71
C 0.36 -0.25 3.70
C 4.28 2.33 0.20
H 6.23 1.19 -2.29
H 4.76 -0.79 -2.03
H 2.47 2.19 2.02
H 0.11 2.63 1.92
H -1.58 3.12 3.65
H -2.08 1.45 5.41
H -1.60 -0.77 6.43
H -0.26 -2.86 6.42
H 1.45 -3.18 4.65
H 4.15 3.20 0.84
N 2.18 -3.62 1.68
C 2.17 -3.93 0.36
N 2.87 -5.00 -0.02
C 2.81 -5.26 -1.32
N 3.44 -6.38 -1.75
N 2.20 -4.51 -2.25
C 1.55 -3.47 -1.75
N 1.43 -3.16 -0.46
C 0.93 -2.52 -2.72
C 0.78 -2.89 -4.05
C 0.30 -1.95 -4.95
C 0.01 -0.68 -4.49
C 0.17 -0.40 -3.14
N 0.60 -1.30 -2.25
H 2.87 -4.10 2.23
H 1.87 -2.71 2.01
H 4.07 -6.83 -1.12
H 3.58 -6.47 -2.74
H 1.06 -3.89 -4.35
H 0.17 -2.21 -5.99
H -0.34 0.11 -5.15
H -0.04 0.59 -2.76
O -2.80 -0.58 -0.14
C -2.11 0.41 -0.35
N -2.65 1.61 -0.75
C -1.65 2.63 -0.95
C -0.39 1.79 -0.60
O 0.75 2.24 -0.65
N -0.72 0.51 -0.29
C -1.56 3.06 -2.43
C -2.60 2.79 -3.30
C -2.54 3.18 -4.64
C -1.42 3.85 -5.11
C -0.37 4.12 -4.24
C -0.44 3.73 -2.91
C -1.83 3.85 -0.06
C -3.10 4.28 0.29
C -3.29 5.42 1.06
C -2.19 6.15 1.50
C -0.92 5.73 1.16
C -0.73 4.60 0.38
H -3.63 1.78 -0.60
H -3.47 2.24 -2.95
H -3.37 2.96 -5.30
H -1.37 4.15 -6.15
H 0.51 4.64 -4.60
H 0.39 3.93 -2.25
H -3.98 3.74 -0.05
H -4.29 5.74 1.32
H -2.33 7.04 2.11
H -0.05 6.29 1.49
H 0.27 4.27 0.11
O -0.50 -2.04 1.11
S -1.12 -3.16 1.89
C -2.87 -2.75 2.18
C -3.69 -3.44 1.10
C -3.00 -4.78 0.85
C -1.53 -4.43 0.66
H -2.92 -1.67 2.17
H -3.09 -3.14 3.18
H -3.67 -2.82 0.20
H -4.73 -3.56 1.41
H -3.39 -5.30 -0.02
H -3.13 -5.43 1.72
H -1.35 -3.94 -0.30
H -0.83 -5.27 0.77
*
```



Version 2
DFT (wB97M-V/def2-TZVPD) results for C43H37ClMgN10O4S as an isolated structure.

The gap between HOMO and LUMO is 0.2709 Eh.

Geometry as ORCA input:
```
! RIJCOSX wB97M-V def2-TZVPD def2/J DEFGRID3
* xyz 0 1
Mg -0.29 0.76 -0.64
Cl 0.22 2.17 6.45
C 0.07 2.16 4.71
C 0.61 3.21 3.97
C 0.47 3.24 2.61
C -0.21 2.21 1.91
O -0.35 2.29 0.62
C -0.72 1.13 2.68
C -1.49 0.05 2.11
N -1.65 -0.21 0.86
C -2.46 -1.32 0.53
C -2.16 -2.58 0.99
C -2.90 -3.70 0.55
C -3.91 -3.56 -0.35
C -4.25 -2.27 -0.84
C -5.29 -2.06 -1.77
C -5.58 -0.79 -2.18
C -4.83 0.27 -1.64
N -3.85 0.12 -0.78
C -3.54 -1.14 -0.38
C -0.58 1.13 4.08
H 1.13 4.01 4.49
H 0.89 4.04 2.02
H -2.00 -0.59 2.84
H -1.31 -2.71 1.64
H -2.63 -4.68 0.92
H -4.46 -4.42 -0.71
H -5.85 -2.91 -2.14
H -6.37 -0.59 -2.89
H -5.05 1.29 -1.94
H -0.98 0.31 4.65
N -1.49 3.94 -1.19
C -1.93 3.14 -2.16
N -2.64 3.69 -3.15
C -3.03 2.85 -4.10
N -3.77 3.34 -5.11
N -2.76 1.53 -4.14
C -2.06 1.10 -3.11
N -1.62 1.83 -2.09
C -1.74 -0.36 -3.07
C -2.29 -1.23 -4.00
C -1.99 -2.58 -3.91
C -1.15 -3.01 -2.90
C -0.64 -2.07 -2.01
N -0.94 -0.78 -2.09
H -1.79 4.90 -1.21
H -1.04 3.52 -0.37
H -3.91 4.33 -5.18
H -3.98 2.75 -5.90
H -2.94 -0.83 -4.77
H -2.41 -3.28 -4.62
H -0.89 -4.05 -2.79
H 0.01 -2.36 -1.19
O 2.73 1.80 0.51
C 2.40 0.70 0.92
N 2.99 0.08 1.99
C 2.51 -1.28 2.15
C 1.46 -1.30 1.01
O 0.79 -2.29 0.75
N 1.42 -0.11 0.37
C 1.86 -1.50 3.51
C 2.28 -0.77 4.61
C 1.71 -0.97 5.86
C 0.71 -1.91 6.03
C 0.28 -2.65 4.93
C 0.85 -2.45 3.68
C 3.60 -2.30 1.83
C 4.47 -2.05 0.77
C 5.45 -2.96 0.41
C 5.57 -4.16 1.11
C 4.71 -4.42 2.16
C 3.73 -3.50 2.52
H 3.86 0.42 2.36
H 3.04 -0.01 4.50
H 2.05 -0.38 6.70
H 0.26 -2.06 7.00
H -0.51 -3.39 5.05
H 0.53 -3.04 2.84
H 4.39 -1.12 0.21
H 6.12 -2.75 -0.41
H 6.33 -4.88 0.84
H 4.79 -5.35 2.71
H 3.07 -3.72 3.34
O 1.04 1.42 -2.24
S 2.47 1.89 -2.30
C 2.62 2.40 -4.03
C 1.80 3.68 -4.13
C 2.29 4.54 -2.96
C 2.41 3.62 -1.74
H 2.27 1.57 -4.64
H 3.68 2.58 -4.23
H 0.74 3.43 -4.01
H 1.92 4.17 -5.09
H 1.62 5.37 -2.76
H 3.26 4.95 -3.21
H 1.53 3.62 -1.10
H 3.27 3.81 -1.11
*
```



It is version 1 that is the least stable of them.



Version 1
DFT (wB97M-V/def2-TZVPD) results for one molecule with the formula C8H8BrNO3.

The gap between HOMO and LUMO (spin up / spin down) is 0.2879 / 0.2473 Eh.

Geometry as ORCA input:
```
! RIJCOSX wB97M-V def2-TZVPD def2/J DEFGRID3
* xyz 0 3
C 2.60 -0.83 0.70
C 1.52 -1.70 0.72
C 2.41 0.57 0.64
C 0.25 -1.18 0.52
C 1.11 1.08 0.61
C 0.01 0.18 0.53
C -1.15 0.48 -2.06
C -1.25 0.75 0.36
N -2.42 -0.17 0.48
O -3.22 0.06 1.35
O -2.63 -1.18 -0.19
O -1.49 1.37 -1.11
Br -1.63 2.25 1.47
H 3.63 -1.20 0.88
H 1.81 -2.68 0.81
H 3.28 1.15 0.73
H -0.53 -1.93 0.64
H 0.80 2.07 0.33
H -1.85 -0.40 -2.48
H -0.16 0.09 -1.94
H -1.10 1.21 -2.99
*
```



Version 2
DFT (wB97M-V/def2-TZVPD) results for a 2-piece molecular cluster, C8H8BrNO3 overall.

The gap between HOMO and LUMO (spin up / spin down) is 0.2081 / 0.2527 Eh.

Geometry as ORCA input:
```
! RIJCOSX wB97M-V def2-TZVPD def2/J DEFGRID3
* xyz 0 3
C 1.55 1.14 -2.88
C 0.13 -0.25 4.04
C 2.44 -0.10 -2.55
C 0.14 0.65 -2.54
C 0.75 -0.35 -0.62
C 1.32 -0.99 -1.90
C 0.09 0.74 -0.96
C 0.42 0.48 5.24
N 0.11 -1.06 3.22
O 1.95 2.18 -3.23
O 0.25 -0.78 -2.78
O -0.07 -1.66 2.18
Br -0.70 2.05 0.08
H 2.79 -0.54 -3.55
H 3.28 0.12 -1.88
H -0.73 1.10 -2.99
H 0.75 -0.82 0.46
H 1.53 -2.10 -1.66
H 1.33 0.17 5.81
H -0.46 0.69 5.81
H 0.98 1.49 4.98
*
```



It is version 2 that is the least stable of them.



Version 1
DFT (wB97M-V/def2-TZVPD) results for C4H7NOS as an isolated structure.

The gap between HOMO and LUMO (spin up / spin down) is 0.2391 / 0.2676 Eh.

Geometry as ORCA input:
```
! RIJCOSX wB97M-V def2-TZVPD def2/J DEFGRID3
* xyz 0 3
C -1.63 1.14 -0.39
C -0.88 0.67 0.64
C 0.88 -1.36 -0.69
C 1.21 0.07 -0.15
N 0.42 0.52 0.98
O -1.78 0.77 1.70
S -3.08 1.24 0.74
H -1.71 0.92 -1.41
H 1.56 -1.65 -1.46
H 1.10 -2.03 0.11
H -0.14 -1.16 -0.88
H 2.29 0.01 -0.08
H 1.08 0.84 -0.91
H 0.69 0.00 1.80
*
```



Version 2
DFT (wB97M-V/def2-TZVPD) results for one molecule with the formula C4H7NOS.

The gap between HOMO and LUMO (spin up / spin down) is 0.1787 / 0.1970 Eh.

Geometry as ORCA input:
```
! RIJCOSX wB97M-V def2-TZVPD def2/J DEFGRID3
* xyz 0 3
C 0.60 -1.59 -0.49
C -0.80 -1.61 -1.02
C 0.15 0.52 0.22
C -0.01 1.38 1.44
N 1.02 -0.61 0.19
O 0.89 1.44 -0.80
S -1.59 -0.17 -0.25
H 1.14 -2.44 -0.65
H -0.53 -1.67 -2.08
H -1.45 -2.48 -0.95
H -0.73 2.11 1.09
H 0.90 1.85 1.73
H -0.46 0.86 2.30
H 0.88 2.41 -0.71
*
```



It is version 2 that is the least stable of them.